ORCA calculation (wB97M-V/def2-TZVPD) on the molecule C3H7F2P in a non-equilibrium geometry.

The charge is 0. The value obtained for the HOMO energy is -9.76 eV. For the frontier orbital gap, the calculation gives 10.514 eV. The SMILES is CPC(C)(F)F.

Last column: Mulliken charge in e.
Positions of all 13 atoms, in Å:
C (0.35229, -2.39894, 0.88451)  -0.962
P (-0.12164, -1.05693, -0.30942)  0.018
C (1.50300, 0.04184, -0.09507)  0.767
C (2.17812, -0.04934, 1.22334)  -1.040
F (2.34338, -0.13724, -1.12112)  -0.276
F (1.11616, 1.44761, -0.43225)  -0.342
H (1.30185, -2.78509, 0.68585)  0.338
H (-0.42141, -3.25044, 0.99168)  0.299
H (0.43316, -1.95247, 1.85321)  0.305
H (-0.82627, -0.23925, 0.66164)  0.054
H (1.40120, -0.11439, 2.04679)  0.242
H (2.83632, -1.02772, 1.26184)  0.283
H (2.94558, 0.74865, 1.52703)  0.313

Forces on the atoms, in the same order (eV/Å):
C -2.5488 -0.5041 0.5849
P 0.6704 0.9790 0.4969
C -1.5160 2.3646 -1.3322
C 1.8178 -0.8986 2.2948
F 0.7819 -1.1929 -0.3068
F -0.1283 -2.0638 1.4809
H 1.3780 -0.8812 -0.7138
H 1.2047 1.4063 -0.5555
H -0.0604 0.1021 0.7106
H 0.2948 -0.4205 -0.5404
H 1.0560 0.1405 -0.9511
H -1.5728 1.6927 -0.1784
H -1.3775 -0.7240 -0.9897